# 1
{
  "formula": "C3H7K2O5S",
  "method": "ωB97M-V/def2-TZVPD",
  "lumo_ev": -3.37,
  "charge": 1,
  "orbital_gap_ev": 7.0,
  "e_above_lowest_kcal_mol": 0.0,
  "homo_energy_ha": -0.380,
  "elements": ["K", "K", "C", "O", "H", "H", "H", "C", "C", "O", "S", "O", "O", "O", "H", "H", "H", "H"],
  "positions_angstrom": [[-1.153, 3.647, -4.301], [1.912, 0.249, -5.882], [-0.380, 0.284, -3.410], [-0.399, 1.060, -4.568], [0.267, -0.619, -3.523], [0.039, 0.802, -2.530], [-1.368, -0.101, -3.124], [-0.455, -0.526, 3.457], [0.879, -1.152, 3.073], [1.180, -0.528, 1.795], [-0.110, 0.085, 1.119], [-0.351, -0.562, -0.101], [-0.049, 1.499, 1.162], [-1.152, -0.413, 2.208], [-0.279, 0.487, 3.830], [-1.049, -1.110, 4.148], [0.798, -2.220, 2.885], [1.671, -0.883, 3.761]]
}

***

# 2
{
  "formula": "C3H7LaO5PS",
  "method": "ωB97M-V/def2-TZVPD",
  "lumo_ev": -14.49,
  "charge": 3,
  "orbital_gap_ev": 7.6,
  "homo_energy_ha": -0.813,
  "elements": ["O", "C", "S", "O", "C", "C", "P", "O", "O", "O", "H", "H", "H", "H", "H", "H", "H", "La"],
  "positions_angstrom": [[-0.800, 3.323, 0.284], [-0.849, 2.139, -0.256], [-0.791, 2.101, -1.938], [-0.689, 1.165, 0.589], [-1.413, -0.228, 0.493], [-0.501, -1.434, 0.575], [1.154, -1.138, -0.079], [1.147, -0.063, -1.122], [1.977, -0.520, 1.168], [1.792, -2.529, -0.311], [-0.974, 0.774, -2.095], [-2.143, -0.149, 1.293], [-1.929, -0.173, -0.462], [-0.978, -2.216, -0.024], [-0.394, -1.820, 1.590], [1.883, 0.406, 0.935], [2.226, -2.731, -1.155], [1.282, 3.093, 0.515]]
}

***

# 3
{
  "formula": "C3H7MgO3Sr",
  "method": "ωB97M-V/def2-TZVPD",
  "lumo_ev": [-0.69, -0.86],
  "multiplicity": 2,
  "orbital_gap_ev": [4.9, 4.7],
  "homo_energy_ha": [-0.205, -0.204],
  "elements": ["O", "C", "C", "O", "C", "Mg", "H", "H", "H", "H", "H", "H", "Sr", "O", "H"],
  "positions_angstrom": [[-1.278, 2.117, 0.372], [-2.063, 1.048, -0.032], [-1.413, -0.288, 0.311], [-0.040, -0.207, -0.109], [0.703, -1.375, -0.090], [0.595, 1.819, 0.181], [-2.246, 1.068, -1.127], [-3.060, 1.052, 0.451], [-1.903, -1.126, -0.206], [-1.417, -0.471, 1.397], [2.794, -1.099, -0.464], [0.157, -2.240, -0.480], [4.190, 1.700, -0.491], [3.868, -0.429, -0.616], [1.113, -1.568, 0.905]]
}

***

# 4
{
  "formula": "C3H7N",
  "method": "ωB97M-V/def2-TZVPD",
  "smiles": "[H]/N=C/CC",
  "lumo_ev": 1.12,
  "orbital_gap_ev": 11.2,
  "e_above_lowest_kcal_mol": 17.7,
  "homo_energy_ha": -0.369,
  "elements": ["H", "N", "C", "C", "C", "H", "H", "H", "H", "H", "H"],
  "positions_angstrom": [[2.960, 0.548, 0.237], [2.142, -0.150, 0.386], [1.080, 0.286, -0.184], [-0.139, -0.474, -0.168], [-1.573, 0.083, 0.198], [1.033, 1.307, -0.552], [-0.146, -0.994, -1.134], [0.270, -1.337, 0.412], [-1.608, 0.439, 1.163], [-2.363, -0.657, 0.057], [-1.656, 0.949, -0.414]]
}

***

# 5
{
  "formula": "C3H7N",
  "method": "ωB97M-V/def2-TZVPD",
  "lumo_ev": 0.81,
  "orbital_gap_ev": 9.0,
  "e_above_lowest_kcal_mol": 80.1,
  "homo_energy_ha": -0.303,
  "elements": ["C", "C", "C", "N", "H", "H", "H", "H", "H", "H", "H"],
  "positions_angstrom": [[0.118, -1.357, 0.275], [-0.041, 0.007, -0.372], [0.206, 1.354, 0.214], [-0.268, -0.246, -1.708], [0.754, -1.349, 1.186], [0.439, -1.967, -0.501], [-0.773, -1.827, 0.746], [1.291, 1.646, 0.382], [-1.107, 0.365, -1.198], [-0.314, 2.102, -0.313], [-0.305, 1.273, 1.291]]
}

***

# 6
{
  "formula": "C3H7N",
  "method": "ωB97M-V/def2-TZVPD",
  "smiles": "CN1CC1",
  "lumo_ev": 1.27,
  "orbital_gap_ev": 10.5,
  "e_above_lowest_kcal_mol": 31.5,
  "homo_energy_ha": -0.339,
  "elements": ["C", "N", "C", "C", "H", "H", "H", "H", "H", "H", "H"],
  "positions_angstrom": [[1.346, 0.023, -0.089], [0.097, -0.043, -0.783], [-0.897, -0.777, -0.044], [-1.000, 0.710, -0.065], [2.001, 0.941, -0.247], [1.108, -0.034, 0.994], [1.978, -0.906, -0.272], [-0.588, -1.150, 0.909], [-1.659, -1.359, -0.536], [-0.692, 1.365, 0.807], [-1.695, 1.231, -0.675]]
}

***

# 7
{
  "formula": "C3H7N",
  "method": "ωB97M-V/def2-TZVPD",
  "lumo_ev": [-5.40, -8.90],
  "charge": 1,
  "multiplicity": 2,
  "orbital_gap_ev": [12.3, 8.7],
  "e_above_lowest_kcal_mol": 49.9,
  "homo_energy_ha": [-0.649, -0.648],
  "elements": ["C", "C", "C", "N", "H", "H", "H", "H", "H", "H", "H"],
  "positions_angstrom": [[-1.599, -0.491, -0.035], [-0.540, 0.639, 0.228], [1.656, -0.110, -0.534], [0.787, 0.012, 0.348], [-2.408, -0.325, 0.669], [-1.143, -1.441, 0.232], [-1.896, -0.423, -1.074], [-0.517, 1.347, -0.608], [-0.667, 1.134, 1.184], [1.665, 0.560, -1.395], [2.420, -0.874, -0.366]]
}

***

# 8
{
  "formula": "C3H7N2",
  "method": "ωB97M-V/def2-TZVPD",
  "lumo_ev": -4.05,
  "charge": 1,
  "orbital_gap_ev": 10.8,
  "e_above_lowest_kcal_mol": 60.6,
  "homo_energy_ha": -0.545,
  "elements": ["C", "C", "C", "N", "N", "H", "H", "H", "H", "H", "H", "H"],
  "positions_angstrom": [[0.130, 1.318, 0.533], [0.746, 0.523, -0.667], [-1.070, -0.824, 0.400], [-0.870, 0.885, 1.098], [0.288, -0.887, -0.291], [0.574, 2.342, 0.818], [0.323, 1.118, -1.568], [1.844, 0.365, -0.642], [-1.007, -1.437, 1.274], [-2.047, -0.654, -0.199], [0.208, -1.332, -1.191], [0.881, -1.418, 0.434]]
}

***

# 9
{
  "formula": "C3H7N2",
  "method": "ωB97M-V/def2-TZVPD",
  "lumo_ev": -6.35,
  "charge": 1,
  "orbital_gap_ev": 8.9,
  "e_above_lowest_kcal_mol": 78.5,
  "homo_energy_ha": -0.561,
  "elements": ["C", "C", "C", "N", "N", "H", "H", "H", "H", "H", "H", "H"],
  "positions_angstrom": [[-0.881, 0.363, 0.246], [1.794, -0.037, -0.804], [1.001, 0.453, 0.195], [-1.511, 1.308, 0.594], [-1.143, -0.853, -0.090], [2.386, -0.943, -1.065], [1.990, 0.596, -1.696], [0.938, -0.050, 1.239], [0.890, 1.519, 0.075], [-1.513, 2.255, 0.508], [-0.543, -1.560, -0.392], [-2.147, -1.044, -0.215]]
}

***

# 10
{
  "formula": "C3H7N2",
  "method": "ωB97M-V/def2-TZVPD",
  "lumo_ev": [-5.32, -5.45],
  "charge": 1,
  "orbital_gap_ev": [9.5, 8.9],
  "e_above_lowest_kcal_mol": 108.3,
  "homo_energy_ha": [-0.545, -0.526],
  "elements": ["C", "C", "C", "N", "N", "H", "H", "H", "H", "H", "H", "H"],
  "positions_angstrom": [[-1.370, 0.714, -0.044], [1.013, 0.584, -0.241], [-0.893, -0.694, -0.098], [-0.208, 1.057, -0.903], [0.589, -0.778, 0.144], [-2.418, 0.832, -0.456], [-1.417, 0.998, 0.970], [1.747, 0.692, -1.123], [1.296, 1.379, 0.586], [-1.571, -1.495, -0.360], [1.148, -1.386, -0.452], [0.653, -1.126, 1.147]]
}

***

# 11
{
  "formula": "C3H7N2",
  "method": "ωB97M-V/def2-TZVPD",
  "lumo_ev": [-3.56, -9.09],
  "charge": 1,
  "multiplicity": 3,
  "orbital_gap_ev": [7.6, 5.7],
  "e_above_lowest_kcal_mol": 54.6,
  "homo_energy_ha": [-0.409, -0.545],
  "elements": ["C", "C", "C", "N", "N", "H", "H", "H", "H", "H", "H", "H"],
  "positions_angstrom": [[2.483, -0.011, -0.155], [1.553, -0.990, -0.222], [1.140, 0.377, 0.001], [0.190, 1.140, 0.374], [-2.206, -0.396, -0.146], [3.416, 0.224, 0.000], [1.497, -2.056, -0.310], [-2.421, -0.611, 0.806], [-0.786, 0.963, 0.149], [0.318, 2.061, 0.707], [-2.898, 0.429, -0.423], [-2.285, -1.131, -0.781]]
}

***

# 12
{
  "formula": "C3H7N2O",
  "method": "ωB97M-V/def2-TZVPD",
  "lumo_ev": -6.37,
  "charge": 1,
  "orbital_gap_ev": 9.1,
  "e_above_lowest_kcal_mol": 156.1,
  "homo_energy_ha": -0.567,
  "elements": ["C", "C", "C", "N", "N", "O", "H", "H", "H", "H", "H", "H", "H"],
  "positions_angstrom": [[-0.637, 1.817, 0.107], [1.629, -1.344, -0.048], [-1.362, -0.482, -0.016], [-0.387, 0.569, -0.061], [1.571, -0.136, 0.024], [2.134, 0.906, -0.093], [-1.682, 1.983, 0.014], [0.044, 2.639, 0.316], [2.570, -1.898, -0.096], [0.742, -2.026, -0.068], [-2.448, -0.075, -0.200], [-0.926, -1.073, -0.929], [-1.248, -0.879, 1.050]]
}

***

Copy entry 11 word for word.
{
  "formula": "C3H7N2",
  "method": "ωB97M-V/def2-TZVPD",
  "lumo_ev": [-3.56, -9.09],
  "charge": 1,
  "multiplicity": 3,
  "orbital_gap_ev": [7.6, 5.7],
  "e_above_lowest_kcal_mol": 54.6,
  "homo_energy_ha": [-0.409, -0.545],
  "elements": ["C", "C", "C", "N", "N", "H", "H", "H", "H", "H", "H", "H"],
  "positions_angstrom": [[2.483, -0.011, -0.155], [1.553, -0.990, -0.222], [1.140, 0.377, 0.001], [0.190, 1.140, 0.374], [-2.206, -0.396, -0.146], [3.416, 0.224, 0.000], [1.497, -2.056, -0.310], [-2.421, -0.611, 0.806], [-0.786, 0.963, 0.149], [0.318, 2.061, 0.707], [-2.898, 0.429, -0.423], [-2.285, -1.131, -0.781]]
}

***

Q: What is the formula in the first record?
A: C3H7K2O5S

***

Q: Number 7 is which compound?
A: C3H7N